# 1
Computed, not measured: a structure of composition C28H30Br4N5O2PtSb, with wB97M-V/def2-TZVPD.

Properties
**HOMO level (alpha / beta)**: -0.476 / -0.484 Eh
**Maximum force**: 0.026 hartree/bohr
**M**: 1105.04 g mol⁻¹
**HOMO-LUMO gap (alpha / beta)**: 0.2950 / 0.1938 hartree

```
! RIJCOSX wB97M-V def2-TZVPD def2/J DEFGRID3
* xyz 2 5
Pt -0.11 0.10 -0.01
C 1.56 -1.46 2.32
N 0.15 -1.21 2.06
C -0.55 -0.42 3.07
C -0.65 1.03 2.71
N -0.18 1.59 1.62
C -0.54 2.92 1.66
C -0.31 3.99 0.80
C -0.84 5.21 1.14
C -1.59 5.40 2.31
C -1.81 4.36 3.19
C -1.27 3.13 2.86
N -1.29 1.91 3.50
C 2.45 -0.48 1.62
N 2.11 0.18 0.53
C 3.21 0.92 0.15
C 3.40 1.79 -0.92
C 4.64 2.37 -1.04
C 5.68 2.10 -0.13
C 5.50 1.24 0.93
C 4.25 0.66 1.07
N 3.73 -0.22 1.98
H 1.83 -2.46 1.96
H 1.77 -1.44 3.40
H -0.34 -2.09 1.91
H -0.06 -0.51 4.05
H -1.57 -0.80 3.18
H 0.25 3.84 -0.11
H -0.68 6.06 0.50
H -2.00 6.37 2.53
H -2.38 4.49 4.10
H -1.74 1.73 4.38
H 2.60 1.99 -1.61
H 4.83 3.05 -1.85
H 6.63 2.57 -0.28
H 6.29 1.03 1.63
H 4.23 -0.60 2.77
Br -7.22 -0.66 -1.34
C -5.34 -0.79 -1.44
C -4.74 -1.39 -2.56
Br -5.80 -2.12 -3.93
C -3.36 -1.47 -2.64
Br -2.51 -2.21 -4.15
C -2.52 -0.97 -1.63
O -1.26 -1.07 -1.65
C -3.14 -0.32 -0.47
O -2.40 0.15 0.43
C -4.56 -0.27 -0.42
Br -5.31 0.51 1.11
C 3.89 -3.10 -3.01
C 3.45 -2.42 -1.74
Sb 1.28 -1.99 -1.81
C 1.23 -0.65 -3.55
C 0.44 0.62 -3.29
C 0.38 -3.94 -2.33
C -0.70 -4.38 -1.37
H 4.97 -3.21 -3.01
H 3.61 -2.53 -3.90
H 3.45 -4.10 -3.10
H 3.96 -1.46 -1.61
H 3.65 -3.03 -0.87
H 0.79 -1.22 -4.37
H 2.27 -0.44 -3.77
H -0.60 0.50 -3.58
H 0.85 1.44 -3.88
H 0.46 0.93 -2.22
H 1.22 -4.64 -2.32
H -0.01 -3.84 -3.34
H -0.35 -4.37 -0.33
H -1.00 -5.40 -1.60
H -1.58 -3.75 -1.45
*
```

# 2
Computed, not measured: a structure of composition C28H30BrN4O2STc, with wB97M-V/def2-TZVPD.

Properties
**HOMO level (alpha / beta)**: -0.580 / -0.580 Eh
**Maximum force**: 0.014 hartree/bohr
**M**: 664.55 g mol⁻¹
**HOMO-LUMO gap (alpha / beta)**: 0.2260 / 0.1792 hartree

```
! RIJCOSX wB97M-V def2-TZVPD def2/J DEFGRID3
* xyz 3 4
Tc 0.36 0.61 0.04
C 1.75 2.30 0.74
C 0.63 2.87 0.06
C -0.56 2.56 0.80
C -0.18 1.76 1.92
C 1.25 1.61 1.90
C 2.08 0.90 2.90
C -1.08 1.25 2.99
C -1.91 3.11 0.52
C 0.71 3.74 -1.16
C 3.18 2.43 0.35
H 2.97 0.45 2.46
H 1.52 0.13 3.43
H 2.42 1.62 3.65
H -2.04 0.95 2.58
H -1.25 2.04 3.72
H -0.64 0.41 3.52
H -1.97 4.11 0.97
H -2.69 2.50 0.96
H -2.10 3.23 -0.54
H 1.51 3.43 -1.83
H 0.94 4.76 -0.85
H -0.23 3.76 -1.70
H 3.79 1.59 0.70
H 3.59 3.34 0.81
H 3.30 2.53 -0.73
C 1.78 0.27 -2.86
O 1.59 -0.23 -1.50
C 2.31 -1.38 -1.11
C 3.32 -1.95 -1.85
C 3.99 -3.05 -1.31
Br 5.37 -3.84 -2.30
C 3.66 -3.55 -0.06
C 2.63 -2.96 0.67
C 1.95 -1.88 0.12
O 0.94 -1.23 0.84
C 2.27 -3.34 2.04
N 3.07 -3.61 2.99
C 2.28 -3.65 4.16
C 2.67 -3.93 5.46
C 1.68 -3.90 6.44
C 0.36 -3.59 6.13
C -0.04 -3.30 4.82
C 0.96 -3.34 3.87
N 0.90 -3.11 2.45
H 1.53 -0.52 -3.56
H 2.81 0.59 -2.98
H 1.09 1.10 -2.98
H 3.61 -1.58 -2.82
H 4.20 -4.38 0.37
H 0.75 -1.88 1.73
H 3.70 -4.18 5.69
H 1.94 -4.12 7.46
H -0.38 -3.59 6.91
H -1.07 -3.08 4.59
H 0.25 -3.75 1.98
S -1.48 -0.29 -1.24
C -3.10 -0.22 -0.62
N -4.05 -0.62 -1.51
C -5.36 -0.68 -1.19
C -5.74 -0.34 0.08
C -4.73 0.06 0.95
N -3.44 0.11 0.61
H -3.76 -0.87 -2.45
H -6.04 -1.01 -1.97
H -6.78 -0.38 0.38
H -4.97 0.36 1.96
*
```

# 3
Computed, not measured: the molecule C28H30BrN5O4, with wB97M-V/def2-TZVPD.

Properties
**SMILES**: NC(=O)C[C@@H](NC(=O)c1cccc(Br)c1)c1ccc(NC2CCN(Cc3ccccc3)CC2)c([N+](=O)[O-])c1
**HOMO level**: -0.302 Eh
**Maximum force**: 0.027 hartree/bohr
**M**: 580.48 g mol⁻¹
**ΔE to the lowest compared entry with this formula, charge and spin**: 26.3 kJ/mol
**HOMO-LUMO gap**: 0.2854 hartree

```
! RIJCOSX wB97M-V def2-TZVPD def2/J DEFGRID3
* xyz 0 1
N 5.37 -4.20 0.64
C 5.08 -3.40 -0.41
O 5.93 -3.00 -1.18
C 3.60 -3.07 -0.56
H 3.00 -3.93 -0.30
H 3.43 -2.79 -1.60
C 3.26 -1.87 0.36
N 4.29 -0.86 0.25
C 5.36 -0.85 1.09
O 5.43 -1.59 2.05
C 6.41 0.15 0.75
C 6.12 1.36 0.15
C 7.15 2.24 -0.14
C 8.47 1.92 0.15
C 8.75 0.71 0.76
C 7.73 -0.17 1.07
H 7.93 -1.11 1.55
H 9.77 0.46 1.00
H 9.26 2.62 -0.09
Br 6.75 3.91 -0.97
H 5.10 1.65 -0.07
H 4.37 -0.39 -0.64
C 1.91 -1.26 0.08
C 1.66 0.04 0.47
C 0.43 0.66 0.24
C -0.63 -0.04 -0.40
N -1.80 0.54 -0.66
H -1.92 1.48 -0.28
C -2.97 -0.06 -1.26
C -3.79 -0.83 -0.22
C -5.08 -1.37 -0.87
N -5.89 -0.37 -1.52
C -5.12 0.42 -2.45
C -3.84 1.04 -1.86
H -4.09 1.76 -1.09
H -3.29 1.55 -2.65
H -5.76 1.21 -2.85
H -4.84 -0.24 -3.28
C -6.87 0.32 -0.70
C -6.35 1.26 0.36
C -6.11 2.60 0.07
C -5.59 3.45 1.03
C -5.31 2.98 2.30
C -5.57 1.65 2.61
C -6.09 0.80 1.64
H -6.30 -0.23 1.90
H -5.36 1.28 3.60
H -4.90 3.64 3.04
H -5.41 4.49 0.78
H -6.34 2.98 -0.92
H -7.51 0.88 -1.40
H -7.49 -0.45 -0.23
H -5.68 -1.89 -0.12
H -4.79 -2.10 -1.64
H -3.21 -1.66 0.19
H -4.04 -0.16 0.60
H -2.66 -0.75 -2.05
C -0.35 -1.38 -0.76
C 0.87 -1.96 -0.54
H 1.01 -2.99 -0.84
H -1.13 -1.96 -1.23
N 0.32 2.00 0.68
O 1.30 2.54 1.15
O -0.77 2.57 0.58
H 2.43 0.61 0.97
H 3.30 -2.21 1.41
H 6.34 -4.33 0.87
H 4.71 -4.32 1.39
*
```

# 4
Computed, not measured: a structure of composition C28H30Cl5N3O4ReSi, with wB97M-V/def2-TZVPD.

Properties
**HOMO level (alpha / beta)**: -0.272 / -0.291 Eh
**Maximum force**: 0.019 hartree/bohr
**M**: 864.12 g mol⁻¹
**ΔE to the lowest compared entry with this formula, charge and spin**: 189.1 kJ/mol
**HOMO-LUMO gap (alpha / beta)**: 0.2535 / 0.2458 hartree

```
! RIJCOSX wB97M-V def2-TZVPD def2/J DEFGRID3
* xyz 0 4
Re -0.30 0.42 0.10
C -4.58 0.66 -0.11
C -3.22 0.05 -0.20
O -2.25 0.84 0.10
C -3.06 -1.28 -0.57
C -1.94 -2.06 -0.28
C -2.00 -3.54 -0.48
N -0.85 -1.53 0.30
N -0.53 -2.19 1.50
C -0.12 -1.32 2.37
O -0.03 -0.05 2.11
C 0.27 -1.76 3.73
C 0.25 -3.10 4.10
C 0.63 -3.47 5.38
C 1.03 -2.51 6.30
C 1.04 -1.17 5.94
C 0.67 -0.79 4.66
H -4.61 1.59 -0.68
H -4.77 0.92 0.93
H -5.35 -0.02 -0.46
H -3.93 -1.79 -0.97
H -3.01 -3.89 -0.66
H -1.56 -4.06 0.37
H -1.39 -3.78 -1.36
H -0.05 -3.84 3.37
H 0.62 -4.52 5.66
H 1.32 -2.80 7.30
H 1.36 -0.42 6.65
H 0.68 0.25 4.36
Cl 5.90 1.59 3.79
C 4.36 1.77 3.04
C 3.96 0.90 2.03
Cl 5.00 -0.38 1.50
C 2.72 1.06 1.45
Cl 2.22 0.03 0.14
C 1.80 2.06 1.80
O 0.64 2.17 1.28
C 2.25 2.93 2.83
Cl 1.16 4.18 3.31
C 3.49 2.79 3.43
Cl 3.96 3.87 4.67
C -0.79 3.98 -0.27
O -0.43 2.75 -0.91
H -1.32 4.62 -0.98
H 0.08 4.49 0.13
H -1.45 3.72 0.55
H 0.32 2.87 -1.49
C -2.41 2.20 -2.99
Si -1.36 0.69 -3.30
C -0.43 1.04 -4.89
C -2.52 -0.72 -3.76
N -0.27 0.26 -2.00
C 0.93 -0.37 -2.47
C 1.94 0.39 -3.07
C 3.13 -0.19 -3.49
C 3.34 -1.55 -3.32
C 2.35 -2.32 -2.72
C 1.16 -1.73 -2.31
H -3.16 2.26 -3.79
H -1.80 3.11 -3.04
H -2.92 2.20 -2.04
H -1.16 1.10 -5.70
H 0.29 0.27 -5.15
H 0.10 2.00 -4.86
H -2.86 -0.58 -4.79
H -3.40 -0.77 -3.13
H -2.01 -1.69 -3.71
H 1.79 1.46 -3.19
H 3.89 0.43 -3.95
H 4.27 -2.00 -3.63
H 2.50 -3.38 -2.57
H 0.40 -2.34 -1.83
*
```

# 5
Computed, not measured: a structure of composition C28H30CrN6O2S2, with wB97M-V/def2-TZVPD.

Properties
**HOMO level (alpha / beta)**: -0.379 / -0.375 Eh
**Maximum force**: 0.013 hartree/bohr
**M**: 598.72 g mol⁻¹
**HOMO-LUMO gap (alpha / beta)**: 0.2718 / 0.2652 hartree

```
! RIJCOSX wB97M-V def2-TZVPD def2/J DEFGRID3
* xyz 1 4
Cr 0.89 -0.94 0.71
C 0.19 -1.13 5.02
C 1.47 -1.07 5.52
C 2.54 -0.95 4.65
C 2.29 -0.91 3.29
N 1.04 -0.96 2.81
C 0.01 -1.07 3.65
C 3.37 -0.79 2.26
C 4.71 -0.69 2.58
C 5.64 -0.59 1.56
C 5.21 -0.59 0.24
C 3.85 -0.69 0.00
N 2.96 -0.79 0.98
H -0.67 -1.22 5.67
H 1.65 -1.11 6.59
H 3.55 -0.91 5.03
H -0.96 -1.12 3.18
H 5.03 -0.69 3.61
H 6.70 -0.51 1.79
H 5.90 -0.52 -0.58
H 3.47 -0.70 -1.01
C 0.60 0.95 -4.77
C 0.30 -0.51 -4.45
N -0.82 -0.68 -3.51
C -2.17 -0.79 -4.11
C -2.96 0.50 -4.06
C -0.66 -0.67 -2.19
S 0.94 -0.39 -1.58
N -1.82 -0.82 -1.51
C -1.95 -0.89 -0.20
O -1.05 -0.97 0.70
C -3.36 -0.89 0.30
C -3.64 -0.87 1.66
C -4.95 -0.86 2.12
C -5.99 -0.86 1.21
C -5.73 -0.87 -0.16
C -4.42 -0.89 -0.61
H 1.47 1.01 -5.43
H 0.81 1.51 -3.86
H -0.24 1.42 -5.28
H 1.18 -0.99 -4.02
H 0.04 -1.06 -5.35
H -2.70 -1.59 -3.60
H -2.01 -1.11 -5.14
H -3.12 0.82 -3.03
H -3.94 0.35 -4.53
H -2.45 1.30 -4.60
H -2.82 -0.87 2.36
H -5.15 -0.85 3.18
H -7.02 -0.85 1.56
H -6.55 -0.88 -0.87
H -4.20 -0.90 -1.67
S 0.64 1.83 1.53
C 0.96 3.35 0.92
N 0.02 4.33 1.07
C 0.17 5.61 0.66
C 1.32 5.96 0.04
C 2.26 4.93 -0.15
N 2.10 3.69 0.26
H -0.83 4.05 1.54
H -0.65 6.28 0.86
H 1.49 6.97 -0.31
H 3.19 5.14 -0.67
C 0.66 -3.75 -0.73
C 1.05 -2.98 0.50
O 1.46 -3.54 1.49
H 0.72 -4.82 -0.54
H 1.32 -3.46 -1.55
H -0.35 -3.46 -1.04
*
```

# 6
Computed, not measured: a structure of composition C28H30FeN7O6, with wB97M-V/def2-TZVPD.

Properties
**HOMO level (alpha / beta)**: -0.400 / -0.397 Eh
**Maximum force**: 0.024 hartree/bohr
**M**: 616.44 g mol⁻¹
**ΔE to the lowest compared entry with this formula, charge and spin**: 3.9 kJ/mol
**HOMO-LUMO gap (alpha / beta)**: 0.2885 / 0.2825 hartree

```
! RIJCOSX wB97M-V def2-TZVPD def2/J DEFGRID3
* xyz 1 5
Fe -0.62 0.15 0.25
O -2.03 0.97 1.65
C -2.17 0.77 2.85
C -1.23 0.09 3.70
C -1.50 0.04 5.08
C -0.61 -0.56 5.92
C 0.58 -1.12 5.43
C 0.86 -1.09 4.10
C -0.04 -0.50 3.17
O 0.23 -0.50 1.91
N -0.90 -0.62 7.36
O -1.91 -0.06 7.74
O -0.03 -1.07 8.08
H -3.08 1.16 3.34
H -2.41 0.48 5.48
H 1.26 -1.58 6.14
H 1.77 -1.52 3.71
C -4.06 -2.35 -1.23
C -4.73 -1.50 -2.09
C -4.30 -0.19 -2.22
C -3.21 0.23 -1.48
N -2.53 -0.60 -0.69
C -2.95 -1.86 -0.56
C -2.69 1.63 -1.52
C -3.43 2.69 -2.02
C -2.89 3.96 -1.96
C -1.63 4.14 -1.41
C -0.96 3.03 -0.93
N -1.47 1.80 -0.98
H -4.36 -3.38 -1.08
H -5.59 -1.86 -2.65
H -4.81 0.48 -2.89
H -2.38 -2.49 0.11
H -4.42 2.53 -2.42
H -3.45 4.81 -2.34
H -1.18 5.12 -1.34
H 0.02 3.10 -0.50
N -0.73 -2.46 -4.86
C 0.32 -3.11 -4.29
O 1.05 -3.84 -4.92
C 0.55 -2.88 -2.82
C 1.44 -3.73 -2.16
C 1.68 -3.53 -0.82
C 1.05 -2.48 -0.17
N 0.20 -1.66 -0.79
C -0.03 -1.86 -2.08
H -0.91 -2.63 -5.83
H -1.42 -1.96 -4.33
H 1.91 -4.52 -2.73
H 2.36 -4.18 -0.27
H 1.22 -2.27 0.88
H -0.71 -1.15 -2.55
C 2.27 2.15 1.86
N 3.01 1.93 0.62
C 4.13 2.83 0.40
C 2.41 1.25 -0.39
O 1.18 1.03 -0.40
N 3.20 0.82 -1.42
C 4.57 0.36 -1.22
C 2.56 0.34 -2.63
H 2.97 2.13 2.69
H 1.54 1.37 2.00
H 1.78 3.13 1.86
H 3.84 3.83 0.73
H 4.38 2.88 -0.65
H 5.01 2.53 0.97
H 4.87 0.48 -0.19
H 5.26 0.90 -1.87
H 4.62 -0.70 -1.47
H 1.59 0.80 -2.74
H 2.45 -0.75 -2.61
H 3.19 0.61 -3.49
*
```

# 7
Computed, not measured: a structure of composition C28H30N2O4PSW, with wB97M-V/def2-TZVPD.

Properties
**HOMO level**: -0.404 Eh
**Maximum force**: 0.012 hartree/bohr
**M**: 705.44 g mol⁻¹
**ΔE to the lowest compared entry with this formula, charge and spin**: 87.2 kJ/mol
**HOMO-LUMO gap**: 0.2309 hartree

```
! RIJCOSX wB97M-V def2-TZVPD def2/J DEFGRID3
* xyz 1 1
W 0.00 0.14 -0.19
O 2.60 -1.15 2.62
C 1.92 -0.91 1.67
O 0.99 0.05 1.58
C 1.96 -1.58 0.26
C 2.67 -2.88 0.09
C 2.03 -3.93 -0.45
C 0.65 -3.87 -0.93
C -0.04 -2.74 -0.71
N 0.57 -1.69 -0.08
C -1.38 -2.27 -1.17
O -2.24 -2.89 -1.71
O -1.49 -0.94 -0.86
H 3.69 -2.96 0.43
H 2.55 -4.87 -0.56
H 0.21 -4.69 -1.46
C 3.27 3.51 5.17
C 1.79 3.45 4.76
C 1.24 2.07 5.11
C 0.99 4.50 5.55
C 1.68 3.75 3.26
C 2.08 5.01 2.78
C 2.04 5.33 1.44
C 1.58 4.35 0.56
S 1.45 4.47 -1.17
C 0.85 2.87 -1.21
N 0.74 2.27 -0.05
C 1.17 3.10 1.00
C 1.23 2.80 2.36
C 0.52 2.14 -2.43
C 0.54 2.71 -3.69
C 0.25 1.92 -4.79
C -0.07 0.58 -4.61
C -0.11 0.03 -3.34
C 0.19 0.80 -2.21
H 3.36 3.31 6.23
H 3.70 4.49 4.97
H 3.85 2.76 4.62
H 1.35 1.90 6.18
H 1.78 1.27 4.59
H 0.18 1.99 4.87
H 1.07 4.29 6.61
H -0.07 4.48 5.27
H 1.36 5.51 5.38
H 2.45 5.76 3.48
H 2.36 6.30 1.09
H 0.94 1.83 2.70
H 0.79 3.76 -3.82
H 0.27 2.35 -5.79
H -0.30 -0.04 -5.47
H -0.37 -1.01 -3.25
C -2.18 2.68 1.77
P -1.95 0.90 1.47
C -1.74 0.13 3.09
C -3.57 0.34 0.86
H -3.07 2.84 2.37
H -2.29 3.19 0.82
H -1.31 3.09 2.29
H -2.55 0.42 3.76
H -0.78 0.42 3.51
H -1.74 -0.96 2.97
H -4.36 0.65 1.55
H -3.57 -0.74 0.76
H -3.75 0.77 -0.12
C 2.17 -0.32 -0.62
H 2.91 0.42 -0.30
H 2.28 -0.63 -1.65
*
```

| no. | DFT total energy (Eh) |
| --- | --- |
| 1 | -12164.257809 |
| 2 | -4506.535508 |
| 3 | -4233.709993 |
| 4 | -4218.953858 |
| 5 | -3404.758051 |
| 6 | -3183.283011 |
| 7 | -2301.933804 |